C30H29AlBBrF2N4 | wB97M-V/def2-TZVPD

Calculated values
F_max ... 0.35 eV/A
LUMO (alpha / beta) ... 4.71 / 4.71 eV
Total energy ... -120303.02755 eV
Charge ... -2
Multiplicity ... 1

Positions of all 68 atoms, in Å:
Al1 -0.23 0.80 0.55
C1 -4.17 2.18 -0.75
C2 -3.13 1.32 -0.51
N1 -1.86 1.72 -0.21
C3 -1.62 3.09 -0.33
C4 -2.64 4.04 -0.51
C5 -3.98 3.57 -0.70
C6 -2.29 5.41 -0.52
C7 -0.97 5.79 -0.36
C8 0.05 4.84 -0.24
C9 -0.26 3.48 -0.27
N2 0.58 2.39 -0.20
C10 1.92 2.35 -0.47
C11 2.74 3.36 -1.01
C12 4.08 3.11 -1.26
C13 4.64 1.87 -1.02
C14 3.85 0.82 -0.52
C15 4.35 -0.50 -0.29
C16 3.44 -1.47 0.16
C17 2.12 -1.16 0.37
N3 1.59 0.09 0.18
C18 2.48 1.07 -0.26
H1 -5.14 1.76 -0.97
H2 -3.31 0.25 -0.56
H3 -4.79 4.26 -0.86
H4 -3.07 6.15 -0.65
H5 -0.71 6.84 -0.33
H6 1.06 5.17 -0.08
H7 2.32 4.32 -1.26
H8 4.70 3.90 -1.67
H9 5.69 1.69 -1.21
H10 5.39 -0.73 -0.47
H11 3.76 -2.49 0.33
H12 1.44 -1.92 0.70
F1 -2.94 0.02 1.98
B1 -2.42 -0.97 1.23
F2 -3.32 -1.98 1.04
Br1 -0.14 1.43 2.86
C19 -1.68 -2.47 3.61
C20 -0.47 -3.03 2.86
C21 0.78 -2.22 3.25
C22 -0.57 -3.29 1.35
C23 -0.37 -4.62 1.00
C24 -0.29 -5.04 -0.31
C25 -0.35 -4.07 -1.29
C26 -0.54 -2.71 -1.02
C27 -0.42 -1.86 -2.29
C28 -0.93 -0.43 -2.31
C29 1.04 -1.85 -2.76
C30 -0.75 -2.31 0.32
N4 -1.13 -0.99 0.69
H13 -1.55 -2.66 4.68
H14 -2.61 -2.95 3.29
H15 -1.77 -1.39 3.50
H16 -0.32 -4.03 3.27
H17 0.71 -1.19 2.91
H18 1.69 -2.67 2.84
H19 0.87 -2.20 4.34
H20 -0.27 -5.35 1.80
H21 -0.16 -6.08 -0.57
H22 -0.25 -4.37 -2.33
H23 -1.01 -2.40 -3.04
H24 -0.31 0.23 -1.69
H25 -1.96 -0.33 -1.99
H26 -0.85 -0.04 -3.33
H27 1.66 -1.30 -2.06
H28 1.11 -1.36 -3.74
H29 1.45 -2.86 -2.85

Löwdin population analysis, charges in e, atoms 1 to 4: atom 1 (Al): -0.1831, atom 2 (C): -0.1196, atom 3 (C): -0.1755, atom 4 (N): 0.0433

=====

C30H29BCo2O8 | wB97M-V/def2-TZVPD

Calculated values
F_max ... 5.60 eV/A
LUMO ... -2.78 eV
Total energy ... -123881.48079 eV
Multiplicity ... 1

Positions of all 70 atoms, in Å:
C1 -2.80 -0.80 1.81
C2 -1.63 -1.76 1.96
C3 -2.01 -3.12 1.38
O1 -0.52 -1.29 1.24
B1 0.29 -0.54 2.17
C4 1.81 -1.21 2.35
C5 2.50 -1.04 3.55
C6 3.81 -1.57 3.69
C7 4.41 -2.25 2.63
C8 3.70 -2.40 1.43
C9 2.36 -2.00 1.34
C10 0.49 0.85 1.27
C11 1.58 0.69 0.27
C12 -0.29 1.92 1.16
O2 -0.31 -0.59 3.50
C13 -1.10 -1.76 3.49
C14 -2.19 -1.67 4.53
C15 -0.29 -3.01 3.79
H1 -3.69 -1.21 2.29
H2 -2.56 0.16 2.27
H3 -3.03 -0.64 0.75
H4 -2.85 -3.56 1.94
H5 -2.33 -3.01 0.34
H6 -1.17 -3.83 1.40
H7 2.03 -0.54 4.40
H8 4.30 -1.48 4.66
H9 5.43 -2.61 2.72
H10 4.13 -2.90 0.58
H11 1.77 -2.28 0.47
H12 1.35 -0.24 -0.28
H13 1.57 1.62 -0.38
H14 2.60 0.58 0.67
H15 -0.08 2.75 0.49
H16 -1.10 2.15 1.85
H17 -2.85 -2.53 4.44
H18 -1.74 -1.71 5.52
H19 -2.78 -0.76 4.44
H20 -0.96 -3.87 3.89
H21 0.46 -3.24 3.01
H22 0.23 -2.88 4.75
O3 3.94 3.59 -1.88
C16 3.03 2.88 -1.87
Co1 1.56 1.92 -1.92
C17 2.54 0.30 -2.45
O4 3.42 -0.39 -2.10
C18 0.85 3.61 -1.35
O5 0.67 4.72 -1.04
C19 -0.08 1.15 -2.87
C20 -1.52 1.55 -2.75
C21 -2.26 1.15 -1.64
C22 -3.61 1.47 -1.55
C23 -4.21 2.16 -2.61
C24 -3.49 2.50 -3.75
C25 -2.13 2.19 -3.82
C26 0.85 2.11 -3.58
C27 0.67 3.50 -3.61
Co2 1.25 0.47 -3.95
C28 0.28 -0.30 -5.23
O6 -0.35 -0.67 -6.13
C29 0.14 -0.30 -2.84
O7 -0.46 -1.21 -2.34
C30 2.46 0.73 -5.20
O8 3.19 0.84 -6.08
H23 -1.76 0.62 -0.82
H24 -4.18 1.17 -0.67
H25 -5.26 2.42 -2.54
H26 -3.96 3.00 -4.60
H27 -1.56 2.44 -4.71
H28 1.58 4.10 -3.69
H29 -0.17 3.83 -4.21

Löwdin population analysis, charges in e, atoms 1 to 4: atom 1 (C): -0.0157, atom 2 (C): -0.4792, atom 3 (C): -0.0131, atom 4 (O): 0.0360

=====

Please write out number 1 again, unchanged.
C30H29AlBBrF2N4 | wB97M-V/def2-TZVPD

Calculated values
F_max ... 0.35 eV/A
LUMO (alpha / beta) ... 4.71 / 4.71 eV
Total energy ... -120303.02755 eV
Charge ... -2
Multiplicity ... 1

Positions of all 68 atoms, in Å:
Al1 -0.23 0.80 0.55
C1 -4.17 2.18 -0.75
C2 -3.13 1.32 -0.51
N1 -1.86 1.72 -0.21
C3 -1.62 3.09 -0.33
C4 -2.64 4.04 -0.51
C5 -3.98 3.57 -0.70
C6 -2.29 5.41 -0.52
C7 -0.97 5.79 -0.36
C8 0.05 4.84 -0.24
C9 -0.26 3.48 -0.27
N2 0.58 2.39 -0.20
C10 1.92 2.35 -0.47
C11 2.74 3.36 -1.01
C12 4.08 3.11 -1.26
C13 4.64 1.87 -1.02
C14 3.85 0.82 -0.52
C15 4.35 -0.50 -0.29
C16 3.44 -1.47 0.16
C17 2.12 -1.16 0.37
N3 1.59 0.09 0.18
C18 2.48 1.07 -0.26
H1 -5.14 1.76 -0.97
H2 -3.31 0.25 -0.56
H3 -4.79 4.26 -0.86
H4 -3.07 6.15 -0.65
H5 -0.71 6.84 -0.33
H6 1.06 5.17 -0.08
H7 2.32 4.32 -1.26
H8 4.70 3.90 -1.67
H9 5.69 1.69 -1.21
H10 5.39 -0.73 -0.47
H11 3.76 -2.49 0.33
H12 1.44 -1.92 0.70
F1 -2.94 0.02 1.98
B1 -2.42 -0.97 1.23
F2 -3.32 -1.98 1.04
Br1 -0.14 1.43 2.86
C19 -1.68 -2.47 3.61
C20 -0.47 -3.03 2.86
C21 0.78 -2.22 3.25
C22 -0.57 -3.29 1.35
C23 -0.37 -4.62 1.00
C24 -0.29 -5.04 -0.31
C25 -0.35 -4.07 -1.29
C26 -0.54 -2.71 -1.02
C27 -0.42 -1.86 -2.29
C28 -0.93 -0.43 -2.31
C29 1.04 -1.85 -2.76
C30 -0.75 -2.31 0.32
N4 -1.13 -0.99 0.69
H13 -1.55 -2.66 4.68
H14 -2.61 -2.95 3.29
H15 -1.77 -1.39 3.50
H16 -0.32 -4.03 3.27
H17 0.71 -1.19 2.91
H18 1.69 -2.67 2.84
H19 0.87 -2.20 4.34
H20 -0.27 -5.35 1.80
H21 -0.16 -6.08 -0.57
H22 -0.25 -4.37 -2.33
H23 -1.01 -2.40 -3.04
H24 -0.31 0.23 -1.69
H25 -1.96 -0.33 -1.99
H26 -0.85 -0.04 -3.33
H27 1.66 -1.30 -2.06
H28 1.11 -1.36 -3.74
H29 1.45 -2.86 -2.85

Löwdin population analysis, charges in e, atoms 1 to 4: atom 1 (Al): -0.1831, atom 2 (C): -0.1196, atom 3 (C): -0.1755, atom 4 (N): 0.0433

=====

Question: What is the total energy in the first record?
Answer: -120303.02755 eV